The following is a DFT calculation (ωB97M-V/def2-TZVPD) of C8H18I2NOP2SSn as an isolated structure at a distorted geometry.

Geometry (Å):
I  -0.584  3.687  -1.203
I  0.959  0.903  -2.715
Sn  -0.053  0.358  0.001
P  2.386  0.638  0.674
C  3.606  -0.469  -0.080
C  2.868  2.328  0.248
H  3.878  2.465  0.636
H  3.626  0.706  2.679
H  2.160  3.035  0.693
H  1.893  1.064  2.998
H  3.597  -0.372  -1.169
H  2.827  2.452  -0.840
C  2.595  0.419  2.461
H  4.570  -0.160  0.331
H  2.412  -0.630  2.724
H  3.385  -1.502  0.216
P  -2.469  -0.151  -0.605
C  -2.815  -1.514  -1.744
C  -3.439  -0.551  0.883
H  -3.038  2.181  -0.658
H  -4.267  1.147  -1.479
H  -2.692  1.564  -2.274
C  -3.204  1.333  -1.333
H  -3.301  0.230  1.638
H  -4.485  -0.597  0.566
H  -3.900  -1.530  -1.868
H  -2.473  -2.452  -1.292
H  -3.107  -1.518  1.282
H  -2.316  -1.341  -2.702
C  0.678  -1.682  -1.652
O  1.034  -2.481  -2.367
S  -0.095  -3.810  2.676
C  -0.118  -2.412  1.944
N  -0.119  -1.370  1.351

Values from the calculation:
Net charge: +3
E_LUMO (alpha / beta) (Ha): -0.538 / -0.543
Frontier orbital gap (alpha / beta) (eV): 3.26 / 2.79
Maximum force (eV Å⁻¹): 2.97

---

The following is a DFT calculation (ωB97M-V/def2-TZVPD) of a 2-piece molecular cluster, C2H8NS overall.

Geometry (Å):
C  1.964  -0.207  -0.370
S  0.887  -1.672  -0.265
H  1.638  0.455  -1.165
H  1.956  0.329  0.581
H  2.985  -0.491  -0.570
H  0.466  -1.638  -1.537
C  -1.528  1.143  0.423
N  -1.774  -0.064  0.695
H  -2.310  1.886  0.543
H  -0.531  1.399  0.080
H  -1.060  -0.805  0.561
H  -2.694  -0.334  1.024

Values from the calculation:
Net charge: +1
E_LUMO (Ha): -0.197
Frontier orbital gap (eV): 8.22
Relative energy (zero: lowest compared OMol25 entry of this formula, charge and spin) (kJ/mol): 63.5
Maximum force (eV Å⁻¹): 0.54

---

The following is a DFT calculation (ωB97M-V/def2-TZVPD) of an isolated ion of composition C2H2BrClNO2 and charge -1 at a distorted geometry.

Geometry (Å):
C  1.401  0.104  0.544
C  -1.177  -0.148  0.005
N  0.346  -0.345  -0.463
O  0.930  0.203  1.656
O  2.579  0.061  0.204
Cl  0.741  -0.181  -2.005
Br  -2.120  1.449  -0.454
H  -1.148  -0.238  1.103
H  -1.552  -0.905  -0.588

Values from the calculation:
Net charge: -1
E_LUMO (Ha): 0.118
Frontier orbital gap (eV): 7.73
Relative energy (zero: lowest compared OMol25 entry of this formula, charge and spin) (kJ/mol): 110.8
Structure (SMILES): O=C([O-])N(Cl)CBr
Maximum force (eV Å⁻¹): 5.28